Below is C6H12N2 in the gas phase in a non-equilibrium geometry, with properties calculated with the ωB97M-V functional and the def2-TZVPD basis.

```
! RIJCOSX wB97M-V def2-TZVPD def2/J DEFGRID3
* xyz 0 1
C -0.7414 1.3537 -1.5870
C 0.3011 0.3170 -1.2828
C 0.8290 0.0022 -0.0571
C 2.2508 -0.4243 0.1527
C -0.1249 -0.0903 1.0066
N 0.1746 0.4530 2.2655
C -1.3646 -0.6019 0.6838
N -1.5734 -1.8182 0.0098
H -1.2407 1.6950 -0.6815
H -0.2858 2.2206 -2.0759
H -1.4848 0.9645 -2.2873
H 0.8817 0.0426 -2.1642
H 2.3727 -1.4637 -0.1598
H 2.9450 0.1835 -0.4303
H 2.5554 -0.3568 1.1967
H 0.6017 1.3689 2.2464
H -0.5715 0.3835 2.9416
H -2.2169 -0.3467 1.3128
H -0.8295 -2.0108 -0.6494
H -2.4783 -1.8718 -0.4405
*
```

Values from the calculation:
**LUMO energy**: 1.01 eV
**HOMO energy**: -0.2499 Eh
**Orbital gap**: 7.8 eV
**Structure (SMILES)**: C/C=C(C)\C(N)=C/N
**Relative energy (zero: lowest compared OMol25 entry of this formula, charge and spin)**: 182.9 kJ/mol

The natural (NBO) scheme yields these atomic charges, measured in e: -0.640 -0.163 -0.048 -0.646 0.044 -0.809 -0.046 -0.806 0.219 0.210 0.204 0.179 0.219 0.212 0.229 0.364 0.376 0.168 0.372 0.362

Below is C6H12N2 in the gas phase in a non-equilibrium geometry, with properties calculated with the ωB97M-V functional and the def2-TZVPD basis.

```
! RIJCOSX wB97M-V def2-TZVPD def2/J DEFGRID3
* xyz 0 1
C 0.2673 0.7183 -2.4271
C 0.6844 0.6679 -1.1624
C 1.3080 1.8179 -0.3375
C 0.8886 0.9605 0.8923
N 0.4356 -0.1007 -0.0922
N -0.5734 -1.0415 0.1812
C -1.8948 -0.5205 0.4443
C -0.0720 -2.1260 1.0415
H -0.1480 -0.2287 -2.7803
H 0.7099 1.3893 -3.0990
H 2.3442 1.8443 -0.4865
H 0.8172 2.7612 -0.4811
H 1.6771 0.5072 1.3602
H 0.2024 1.5762 1.5429
H -2.2314 -0.4556 1.5871
H -1.9930 0.4891 0.1362
H -2.6002 -1.1190 0.0309
H 0.8032 -2.4651 0.5398
H 0.2810 -1.8268 2.0264
H -0.9061 -2.8480 1.0834
*
```

Values from the calculation:
**LUMO energy**: 1.04 eV
**HOMO energy**: -0.2855 Eh
**Orbital gap**: 8.8 eV
**Structure (SMILES)**: C=C1CCN1N(C)C
**Relative energy (zero: lowest compared OMol25 entry of this formula, charge and spin)**: 366.4 kJ/mol

The natural (NBO) scheme yields these atomic charges, measured in e: -0.576 0.242 -0.448 -0.236 -0.269 -0.273 -0.410 -0.403 0.203 0.207 0.211 0.220 0.190 0.195 0.153 0.213 0.196 0.210 0.171 0.204

Below is 2 unconnected molecules or ions with the total composition C6H12N2 in a non-equilibrium geometry, with properties calculated with the ωB97M-V functional and the def2-TZVPD basis.

```
! RIJCOSX wB97M-V def2-TZVPD def2/J DEFGRID3
* xyz 0 1
H -0.0212 0.0372 -2.5563
N 0.8031 0.0581 -1.9511
C 0.6323 -0.5136 -0.8231
C -0.6895 -1.2390 -0.4135
C -0.5359 -2.4925 0.3936
N -1.8115 -0.9707 -0.9355
H -1.7979 -0.1468 -1.5403
H 1.4733 -1.0263 -0.3594
H 0.0948 -2.3130 1.2640
H -0.0590 -3.2642 -0.2110
H -1.5093 -2.8497 0.7205
C -0.2030 0.6366 1.4944
C 0.7986 1.2476 0.8116
C 0.5952 2.4893 -0.0040
H -1.2362 0.8841 1.3045
H -0.0110 -0.0490 2.3050
H 1.8125 1.1173 1.1742
H 1.2086 2.4406 -0.9045
H 0.8978 3.3769 0.5520
H -0.4418 2.5771 -0.3210
*
```

Values from the calculation:
**LUMO energy**: 0.75 eV
**HOMO energy**: -0.3442 Eh
**Orbital gap**: 10.1 eV
**Structure (SMILES)**: [H]/N=C\C(C)=N/[H].C=CC
**Relative energy (zero: lowest compared OMol25 entry of this formula, charge and spin)**: 251.5 kJ/mol

The natural (NBO) scheme yields these atomic charges, measured in e: 0.334 -0.635 0.070 0.255 -0.677 -0.623 0.326 0.179 0.216 0.233 0.241 -0.385 -0.159 -0.655 0.203 0.203 0.204 0.233 0.227 0.209

Below is C6H12N2 in the gas phase in a non-equilibrium geometry, with properties calculated with the ωB97M-V functional and the def2-TZVPD basis.

```
! RIJCOSX wB97M-V def2-TZVPD def2/J DEFGRID3
* xyz 0 1
C -1.4481 -2.0709 0.9972
C -0.4580 -1.0921 0.2530
N -0.0124 -1.6365 -0.8110
C 0.8120 -0.6471 -1.6194
C 1.4308 0.6694 -0.9956
C 0.4658 1.7919 -0.5057
N 0.0671 1.7691 0.8947
C -0.3931 0.2878 1.2014
H -1.7220 -3.0116 0.4059
H -2.3199 -1.4550 1.1737
H -1.1248 -2.3335 1.9612
H 0.1661 -0.3873 -2.5024
H 1.4428 -1.3833 -2.0987
H 2.0937 1.1784 -1.8526
H 2.0361 0.3136 -0.1712
H 1.0763 2.7476 -0.5615
H -0.4436 1.6546 -1.1017
H -0.7773 2.3413 0.9478
H 0.2047 -0.2383 1.9764
H -1.3836 0.3230 1.6630
*
```

Values from the calculation:
**LUMO energy**: 0.90 eV
**HOMO energy**: -0.3382 Eh
**Orbital gap**: 10.1 eV
**Structure (SMILES)**: CC1=NCCCNC1
**Relative energy (zero: lowest compared OMol25 entry of this formula, charge and spin)**: 285.8 kJ/mol

The natural (NBO) scheme yields these atomic charges, measured in e: -0.654 0.291 -0.415 -0.275 -0.437 -0.235 -0.602 -0.323 0.236 0.202 0.209 0.187 0.214 0.228 0.214 0.208 0.175 0.356 0.215 0.206

Below is a molecular structure, C6H12N2 in a non-equilibrium geometry, with properties calculated with the ωB97M-V functional and the def2-TZVPD basis.

```
! RIJCOSX wB97M-V def2-TZVPD def2/J DEFGRID3
* xyz 0 1
C -1.2136 -1.3631 -0.2663
C -0.0535 -0.8438 0.3494
C 2.0508 -0.0626 -0.0011
C 1.2219 1.1057 -0.3901
C -0.0109 1.5928 -0.2251
C -1.3735 1.0383 -0.0080
H -1.7781 -1.8850 0.6299
H -0.9030 -1.9892 -1.3890
H -0.1661 -0.5282 1.4326
H 0.0330 0.0590 -0.3511
H 1.6531 -2.5843 0.0555
H 3.1649 -0.0789 -0.6541
H 2.4566 0.0548 1.3117
H 2.1406 1.9018 -0.5190
H 0.1565 2.7657 -0.3100
H -2.2058 1.9420 -0.0350
H -1.2330 0.9178 1.1485
H -3.0198 -0.4524 0.0880
N 1.2440 -1.4328 -0.4285
N -2.1641 -0.1575 -0.4384
*
```

Values from the calculation:
**LUMO energy**: 0.66 eV
**HOMO energy**: -0.3098 Eh
**Orbital gap**: 9.1 eV
**Relative energy (zero: lowest compared OMol25 entry of this formula, charge and spin)**: 1099.6 kJ/mol

The natural (NBO) scheme yields these atomic charges, measured in e: -0.236 -0.331 -0.268 -0.296 -0.219 -0.300 0.174 0.229 0.208 0.268 0.354 0.221 0.210 0.221 0.236 0.227 0.188 0.386 -0.633 -0.640

Below is a molecular structure, C6H12N2 in a non-equilibrium geometry, with properties calculated with the ωB97M-V functional and the def2-TZVPD basis.

```
! RIJCOSX wB97M-V def2-TZVPD def2/J DEFGRID3
* xyz 0 1
C -0.9971 -0.0558 1.1008
C 1.7540 1.2301 -1.3875
C 1.6418 -0.8185 0.6452
C -2.1569 0.7155 0.5392
C 0.4643 -0.3658 -0.2053
C -0.5407 -1.3973 -0.4312
N 0.4759 0.6154 -1.0863
N -1.4339 -2.0621 -0.8926
H -2.4114 -1.7706 -0.9626
H -0.3214 0.5836 1.6642
H -1.2583 -0.9095 1.7298
H 2.2632 1.6630 -0.5115
H 1.5861 2.0485 -2.0901
H 2.4720 0.5436 -1.8644
H 1.3595 -1.6014 1.3509
H 2.0313 0.0278 1.2118
H 2.4346 -1.1987 -0.0011
H -1.7855 1.3956 -0.2327
H -2.6569 1.2898 1.3244
H -2.9208 0.0667 0.0989
*
```

Values from the calculation:
**LUMO energy (spin up / spin down)**: 0.43 / 0.43 eV
**HOMO energy (spin up / spin down)**: -0.2597 / -0.2597 Eh
**Orbital gap (spin up / spin down)**: 7.5 / 7.5 eV
**Relative energy (zero: lowest compared OMol25 entry of this formula, charge and spin)**: 457.7 kJ/mol

The natural (NBO) scheme yields these atomic charges, measured in e: -0.390 -0.418 -0.652 -0.651 0.160 0.516 -0.635 -0.607 0.399 0.218 0.199 0.161 0.201 0.166 0.221 0.223 0.234 0.250 0.224 0.182

Below is a gas-phase ion, C6H12N2 (charge +2) in a non-equilibrium geometry, with properties calculated with the ωB97M-V functional and the def2-TZVPD basis.

```
! RIJCOSX wB97M-V def2-TZVPD def2/J DEFGRID3
* xyz 2 1
C -0.8599 1.2363 0.6921
C 0.3579 0.5735 0.9640
C -1.0178 -0.0424 -1.2933
C 2.9953 -0.8132 0.3084
C -2.9417 1.0378 -0.2978
C 1.6034 -1.3869 0.0423
N -1.5544 0.7860 -0.3900
N 0.5801 -0.4758 0.2527
H -1.2155 2.1259 1.2709
H 1.0457 0.7241 1.9147
H -1.4695 -1.1190 -1.6550
H -0.2219 0.2192 -2.0968
H 3.2927 -0.1718 -0.6056
H 3.0997 -0.1662 1.2371
H 3.6903 -1.7097 0.3760
H -3.5541 1.4797 -1.1118
H -2.9840 1.6859 0.5598
H -3.6963 0.1650 -0.0018
H 1.4137 -2.3022 0.7912
H 1.4366 -1.8465 -0.9573
*
```

Values from the calculation:
**LUMO energy**: -11.79 eV
**HOMO energy**: -0.7225 Eh
**Orbital gap**: 7.9 eV
**Relative energy (zero: lowest compared OMol25 entry of this formula, charge and spin)**: 485.4 kJ/mol

The natural (NBO) scheme yields these atomic charges, measured in e: 0.264 0.004 0.123 -0.651 -0.473 -0.304 -0.331 -0.124 0.306 0.317 0.322 0.305 0.252 0.241 0.284 0.298 0.242 0.305 0.338 0.282

Below is C6H12N2O in the gas phase, with properties calculated with the ωB97M-V functional and the def2-TZVPD basis.

```
! RIJCOSX wB97M-V def2-TZVPD def2/J DEFGRID3
* xyz 0 1
C -1.7820 -0.5496 -1.2407
C -1.0141 0.1004 -0.1200
C -1.6441 0.8587 0.7301
N -2.1889 1.7009 1.4202
C 0.4858 -0.1472 0.0644
C 1.0822 -0.9701 -1.0747
N 0.7940 -0.8410 1.3189
C 1.2197 1.2100 0.1505
O 2.5806 1.0411 0.4324
H -2.8348 -0.2858 -1.1697
H -1.6930 -1.6346 -1.1965
H -1.4095 -0.2130 -2.2069
H -2.6480 1.4557 2.2899
H 0.6641 -1.9734 -1.0962
H 0.9063 -0.4875 -2.0311
H 2.1555 -1.0456 -0.9192
H 0.3832 -0.3514 2.1074
H 0.4251 -1.7850 1.3076
H 1.1496 1.7410 -0.8008
H 0.7362 1.8261 0.9253
H 2.6319 0.3506 1.1092
*
```

Values from the calculation:
**LUMO energy**: 0.73 eV
**HOMO energy**: -0.3101 Eh
**Orbital gap**: 9.2 eV
**Structure (SMILES)**: CC(=C=N)[C@](C)(N)CO
**Relative energy (zero: lowest compared OMol25 entry of this formula, charge and spin)**: 156.1 kJ/mol

The natural (NBO) scheme yields these atomic charges, measured in e: -0.599 -0.252 0.431 -0.643 0.089 -0.617 -0.854 -0.057 -0.725 0.222 0.209 0.214 0.375 0.203 0.214 0.238 0.360 0.366 0.184 0.159 0.481